{
  "formula": "C26H48CoOP2",
  "method": "the ωB97M-V functional and the def2-TZVPD basis",
  "species": ["Co", "C", "C", "C", "C", "C", "C", "H", "H", "H", "C", "H", "H", "H", "C", "H", "H", "H", "C", "H", "H", "H", "C", "H", "H", "H", "C", "C", "C", "C", "C", "C", "C", "C", "H", "H", "H", "H", "H", "H", "H", "H", "H", "H", "H", "H", "P", "C", "H", "H", "H", "C", "H", "H", "H", "C", "H", "H", "H", "P", "C", "H", "H", "H", "C", "H", "H", "H", "C", "H", "H", "H", "C", "C", "O", "H", "H", "H"],
  "coordinates": [[-0.00942, 1.37010, 0.38730], [2.21567, 1.01004, -0.79388], [1.64197, 0.30658, -1.87580], [0.34905, 2.19724, -1.48064], [1.50143, 2.25521, -0.58057], [0.49074, 1.00106, -2.27502], [3.55273, 0.70864, -0.22911], [3.65962, -0.37046, -0.03079], [3.71006, 1.24229, 0.72011], [4.37570, 0.99909, -0.91141], [2.10340, 3.51737, -0.05562], [3.02009, 3.32105, 0.49861], [1.41063, 4.02343, 0.61081], [2.33442, 4.19697, -0.88361], [-0.48450, 3.36229, -1.89808], [-0.13629, 3.77994, -2.85629], [-0.45491, 4.16757, -1.15755], [-1.53677, 3.06230, -2.02182], [-0.29544, 0.73575, -3.50661], [0.19681, 1.09548, -4.42794], [-1.26895, 1.23991, -3.45669], [-0.46133, -0.34059, -3.63084], [2.27954, -0.84876, -2.56605], [3.10968, -0.57648, -3.22997], [1.56154, -1.38262, -3.19137], [2.68477, -1.54908, -1.83369], [-0.16305, -2.95359, 0.85497], [1.02993, -2.96489, 0.24255], [1.49933, -4.17045, -0.54365], [0.81193, -4.45353, -1.90972], [-0.31021, -3.51072, -2.28355], [-1.47923, -3.54336, -1.66109], [-1.75224, -4.51329, -0.53763], [-1.06773, -4.16503, 0.81874], [1.37893, -5.08249, 0.07101], [0.46078, -5.50737, -1.90717], [2.57600, -4.04706, -0.74989], [-0.49349, -5.06274, 1.11691], [-0.49538, -2.12113, 1.49122], [1.76302, -2.15420, 0.35456], [-1.87358, -4.02414, 1.55743], [-2.84137, -4.54734, -0.35917], [-2.34738, -2.94337, -1.97677], [-1.45322, -5.54536, -0.82153], [1.58629, -4.39592, -2.69418], [-0.10276, -2.87022, -3.15514], [1.02250, 0.63899, 2.55033], [1.94029, 2.16964, 3.01303], [2.16571, 2.15680, 4.08628], [1.31643, 3.04228, 2.78525], [2.87974, 2.22872, 2.45045], [-0.06957, 0.40610, 4.01418], [0.49701, 0.51978, 4.94988], [-0.48805, -0.60807, 3.97098], [-0.86988, 1.15165, 3.95618], [2.31781, -0.60518, 2.98606], [1.86871, -1.60763, 3.02246], [2.73265, -0.37393, 3.98131], [3.13478, -0.59390, 2.25189], [-2.47107, 0.62260, 0.08334], [-3.16286, 0.38568, -1.61589], [-4.17438, -0.05153, -1.59390], [-2.49403, -0.25653, -2.20748], [-3.23737, 1.37138, -2.10218], [-3.30449, -0.60484, 1.17940], [-3.33033, -1.60806, 0.73494], [-4.33936, -0.29068, 1.38618], [-2.74893, -0.63596, 2.12820], [-3.54523, 2.07945, 0.48795], [-4.58952, 1.87064, 0.21775], [-3.18688, 2.94277, -0.09306], [-3.46042, 2.29087, 1.56324], [-1.03596, 4.28083, 1.18317], [-0.86067, 2.83034, 1.50239], [-1.43418, 2.34161, 2.49008], [-1.78681, 4.38561, 0.38001], [-0.10751, 4.82677, 0.93601], [-1.45494, 4.74567, 2.09021]],
  "lowdin_charge": [0.50, -0.22, -0.19, -0.32, -0.34, -0.19, -0.03, 0.08, 0.06, 0.12, -0.02, 0.08, 0.04, 0.11, -0.03, 0.11, 0.06, 0.07, -0.02, 0.11, 0.07, 0.08, -0.01, 0.10, 0.06, 0.07, -0.12, -0.12, -0.18, -0.18, -0.12, -0.12, -0.18, -0.18, 0.11, 0.12, 0.10, 0.11, 0.08, 0.08, 0.10, 0.11, 0.10, 0.12, 0.11, 0.09, 0.85, -0.24, 0.06, 0.03, 0.03, -0.25, 0.06, 0.05, 0.02, -0.25, 0.04, 0.06, 0.03, 0.88, -0.26, 0.06, 0.02, 0.04, -0.24, 0.04, 0.06, 0.04, -0.26, 0.06, 0.03, 0.05, -0.06, -0.46, -0.10, 0.08, 0.07, 0.10],
  "de_lowest_kcal_mol": 0.0,
  "s2": 6.036,
  "lumo_energy_ev": [-1.99, -4.11],
  "total_charge": 1,
  "spin_multiplicity": 5,
  "homo_energy_ev": [-10.2, -10.9],
  "largest_force_ev_per_a": 2.5
}

---

{
  "formula": "C26H48FN2O9S",
  "method": "the ωB97M-V functional and the def2-TZVPD basis",
  "species": ["C", "C", "F", "C", "C", "C", "C", "C", "C", "O", "C", "N", "N", "C", "S", "H", "H", "H", "H", "H", "H", "H", "H", "H", "H", "H", "H", "H", "H", "H", "H", "O", "C", "O", "C", "C", "C", "H", "H", "H", "H", "H", "H", "H", "H", "O", "C", "O", "C", "C", "C", "H", "H", "H", "H", "H", "H", "H", "H", "O", "C", "O", "C", "C", "C", "H", "H", "H", "H", "H", "H", "H", "H", "O", "C", "O", "C", "C", "C", "H", "H", "H", "H", "H", "H", "H", "H"],
  "coordinates": [[0.31289, -2.65598, 2.02070], [0.20823, -1.46547, 1.06309], [-0.04649, -1.82596, -0.23145], [-0.76271, -0.41479, 1.51545], [-0.28522, 0.72572, 2.11830], [1.13944, 1.01123, 2.44467], [1.74815, 2.09094, 1.53243], [2.36758, 1.47102, 0.27963], [3.12065, 2.49376, -0.56572], [2.27864, 3.20915, -1.43692], [-1.24104, 1.68232, 2.45416], [-2.51138, 1.54702, 2.18773], [-3.02397, 0.45239, 1.64371], [-2.17506, -0.50737, 1.33162], [-2.92158, -2.00754, 0.74973], [0.05094, -3.57468, 1.51595], [-0.33490, -2.50769, 2.87822], [1.31870, -2.71109, 2.41782], [1.17376, -0.97560, 1.02403], [1.17341, 1.31815, 3.48848], [1.75080, 0.11982, 2.39143], [2.50659, 2.63508, 2.08305], [0.96597, 2.79518, 1.25560], [3.02006, 0.65855, 0.59675], [1.57800, 1.02766, -0.32745], [3.59235, 3.20499, 0.10318], [3.90192, 1.98634, -1.13170], [1.91839, 2.59589, -2.08868], [-0.94323, 2.59629, 2.93901], [-3.14892, 2.29345, 2.45946], [-3.31385, -1.66519, -0.48461], [-2.60035, 3.64269, 3.94337], [-2.68907, 3.98483, 5.10669], [-1.60643, 4.48593, 5.67979], [-1.60416, 5.06872, 6.99916], [-1.44768, 4.02382, 8.08131], [-3.95594, 3.78245, 5.89435], [-2.48968, 5.68774, 7.13830], [-0.74846, 5.73888, 6.99639], [-2.28284, 3.32326, 8.09434], [-1.38955, 4.50309, 9.05731], [-0.53634, 3.44821, 7.92114], [-3.98225, 2.75132, 6.24548], [-4.80172, 3.94771, 5.23169], [-4.06090, 4.44862, 6.74503], [2.16418, 2.52161, -3.54012], [2.29534, 1.32691, -3.50191], [2.10625, 0.72241, -2.31524], [2.04416, -0.70078, -2.11911], [3.40584, -1.33766, -1.96005], [2.71494, 0.51651, -4.70172], [1.45391, -1.17303, -2.90735], [1.47690, -0.80492, -1.20605], [4.01401, -1.23616, -2.85855], [3.31152, -2.40467, -1.74283], [3.94850, -0.85540, -1.14437], [3.79843, 0.57491, -4.79424], [2.26473, 0.96231, -5.58464], [2.41890, -0.52863, -4.65969], [4.03420, -4.41740, -2.19847], [3.30510, -5.35350, -2.40060], [3.52692, -6.49387, -1.73225], [2.64639, -7.62311, -1.79136], [2.92826, -8.50547, -2.98859], [2.20508, -5.29071, -3.43644], [1.60535, -7.29903, -1.75102], [2.84153, -8.17076, -0.87180], [2.76096, -7.97869, -3.92807], [2.28432, -9.38431, -2.97001], [3.96715, -8.83285, -2.97588], [2.64418, -5.47745, -4.41527], [1.78844, -4.28602, -3.42729], [1.39195, -5.99270, -3.27340], [-4.58419, -0.17488, -1.45893], [-4.23617, 0.73019, -2.17629], [-5.06502, 1.11174, -3.15218], [-4.84190, 2.25990, -3.98442], [-3.93693, 1.94849, -5.15720], [-2.87665, 1.38444, -2.06456], [-4.47848, 3.09839, -3.38895], [-5.83214, 2.53418, -4.34033], [-2.93928, 1.65033, -4.83372], [-3.83935, 2.82247, -5.80013], [-4.35174, 1.12865, -5.74258], [-2.14794, 0.76134, -2.58288], [-2.61084, 1.43620, -1.01242], [-2.82955, 2.39024, -2.47109]],
  "lowdin_charge": [0.01, -0.36, -0.01, -0.07, -0.11, -0.12, -0.15, -0.18, -0.25, -0.07, 0.03, 0.09, 0.11, -0.54, 0.89, 0.09, 0.09, 0.09, 0.11, 0.13, 0.11, 0.12, 0.12, 0.12, 0.10, 0.12, 0.11, -0.01, 0.14, 0.16, -0.12, 0.05, -0.50, 0.02, -0.21, -0.06, 0.03, 0.12, 0.13, 0.07, 0.09, 0.09, 0.10, 0.10, 0.08, 0.12, -0.47, -0.07, -0.21, -0.03, 0.04, 0.12, 0.08, 0.08, 0.06, 0.08, 0.11, 0.10, 0.07, 0.09, -0.52, 0.01, -0.23, -0.06, 0.02, 0.11, 0.12, 0.07, 0.08, 0.09, 0.10, 0.08, 0.07, 0.06, -0.52, 0.01, -0.22, -0.06, 0.03, 0.11, 0.13, 0.07, 0.09, 0.09, 0.10, 0.07, 0.07],
  "de_lowest_kcal_mol": 0.0,
  "lumo_energy_ev": -3.78,
  "total_charge": 1,
  "homo_energy_ev": -11.0,
  "largest_force_ev_per_a": 3.3
}

---

| no. | E_tot (eV) |
| --- | --- |
| 1 | -85983.8653 |
| 2 | -62693.4184 |